Molecular formula: CH3INOP
Method: DFT, ωB97M-V/def2-TZVPD

Each line ends with the natural charge from an NBO analysis.
Geometry (Å):
O (1.92319, -0.25096, 0.05351)  -0.5125
C (1.09755, 0.20189, 0.72295)  0.5575
I (1.32480, 1.35950, 2.46477)  0.1043
N (-0.42483, 0.31868, 0.20502)  -0.9401
P (-0.87972, -0.96078, -0.91808)  0.4739
H (-1.12768, 0.15056, 0.90343)  0.3792
H (0.02790, -0.60941, -1.90939)  -0.0308
H (-1.94121, -0.20947, -1.52221)  -0.0315

Results
- HOMO-LUMO gap: 9.28 eV
- Structure (SMILES): O=C(I)NP
- Energy above the lowest of the compared OMol25 structures with the same formula, charge and spin: 23.81 kcal/mol
- HOMO level: -9.2 eV
- Lowest unoccupied orbital energy: 0.1 eV

Molecular formula: C2H4F3HgNO4S
Method: DFT, ωB97M-V/def2-TZVPD

Each line ends with the natural charge from an NBO analysis.
Geometry (Å):
O (-2.13125, 0.18093, -0.11172)  -0.8366
C (-2.62455, -1.07564, 0.33508)  -0.2533
Hg (-0.79153, 0.38485, -1.42227)  1.4065
H (-2.21951, -1.31149, 1.32925)  0.2071
H (-3.72022, -1.05124, 0.39686)  0.2017
H (-2.26498, -1.86814, -0.33531)  0.2099
O (0.08636, 2.00381, -0.44551)  -0.8895
H (-1.90095, 0.98156, 0.61861)  0.5837
N (0.92816, 1.37094, -1.43794)  -0.7361
S (2.25485, 0.78689, -0.77820)  2.1615
O (2.88627, -0.13847, -1.72652)  -0.9172
O (3.09098, 1.79373, -0.11626)  -0.8824
C (1.72407, -0.30443, 0.67052)  0.7203
F (2.59256, -1.27619, 0.88531)  -0.2969
F (0.53296, -0.86193, 0.35552)  -0.3785
F (1.55681, 0.38483, 1.78258)  -0.3001

Results
- HOMO-LUMO gap (spin up / spin down): 6.68 / 6.68 eV
- HOMO level (spin up / spin down): -8.3 / -8.3 eV
- Lowest unoccupied orbital energy (spin up / spin down): -1.6 / -1.6 eV

Molecular formula: C3H7EuO2
Method: DFT, ωB97M-V/def2-TZVPD

Each line ends with the Löwdin spin population.
Geometry (Å):
O (2.28330, 0.29215, -0.43455)  -0.0395
C (1.60648, -0.63266, 0.34030)  -0.0018
C (0.12767, -0.69815, -0.01130)  0.0002
O (-0.40827, 0.61374, 0.13426)  -0.0057
C (-1.81432, 0.68485, 0.00086)  0.0002
Eu (1.51463, 2.16857, -1.12658)  7.0474
H (1.70856, -0.40461, 1.42203)  -0.0003
H (2.01705, -1.65246, 0.19979)  -0.0007
H (-0.37636, -1.43276, 0.63512)  -0.0001
H (-0.13641, -1.04726, -1.02465)  0.0002
H (-2.15723, 0.22984, -0.94116)  0.0000
H (-2.28280, 0.13250, 0.82926)  0.0000
H (-2.08230, 1.74625, -0.02338)  0.0001

Results
- HOMO-LUMO gap (spin up / spin down): 7.88 / 8.30 eV
- Energy above the lowest of the compared OMol25 structures with the same formula, charge and spin: 0.00 kcal/mol
- HOMO level (spin up / spin down): -12.8 / -13.1 eV
- Multiplicity: 8
- Lowest unoccupied orbital energy (spin up / spin down): -4.9 / -4.8 eV
- Charge: +1

Molecular formula: C20H24N2O
Method: DFT, ωB97M-V/def2-TZVPD

Each line ends with the natural charge from an NBO analysis.
Geometry (Å):
N (7.70831, -0.58137, -0.51031)  -0.8196
C (6.92039, 0.47925, -0.19641)  0.6567
O (7.35951, 1.60961, -0.15076)  -0.6077
C (5.49320, 0.15346, 0.08424)  -0.1769
C (4.78879, 0.99696, 0.93724)  -0.1601
C (3.46133, 0.75016, 1.23011)  -0.2093
C (2.80695, -0.33873, 0.66979)  -0.0101
C (1.36409, -0.63103, 0.98314)  -0.2358
N (0.64064, -0.98689, -0.22492)  -0.4494
C (-0.63631, -1.63150, 0.00642)  -0.2060
C (-1.73781, -0.67512, 0.47956)  -0.4298
C (-1.91287, 0.45702, -0.53283)  -0.2055
C (-2.97740, 1.46750, -0.07478)  -0.4061
C (-4.33702, 0.83627, 0.00059)  -0.0344
C (-4.88318, 0.44841, 1.21703)  -0.2116
C (-6.12296, -0.16410, 1.27294)  -0.2057
C (-6.83451, -0.39911, 0.10952)  -0.2228
C (-6.30031, -0.01537, -1.10904)  -0.2227
C (-5.06161, 0.59696, -1.16113)  -0.1629
C (-0.56340, 1.14258, -0.75159)  -0.4200
C (0.49676, 0.11201, -1.16171)  -0.2202
C (3.50594, -1.16973, -0.19906)  -0.2223
C (4.83408, -0.93011, -0.49128)  -0.1420
H (7.38807, -1.52868, -0.42819)  0.3934
H (8.68854, -0.41426, -0.66528)  0.4048
H (5.30222, 1.84739, 1.35987)  0.2356
H (2.92778, 1.41248, 1.89729)  0.2109
H (0.92861, 0.22556, 1.52261)  0.1704
H (1.32347, -1.49672, 1.65425)  0.2116
H (-0.49438, -2.43562, 0.73299)  0.1978
H (-0.94364, -2.08452, -0.94255)  0.1909
H (-2.67305, -1.22548, 0.59523)  0.2225
H (-1.46922, -0.25891, 1.45344)  0.1928
H (-2.23908, 0.01918, -1.48392)  0.1961
H (-2.69601, 1.86637, 0.90230)  0.2056
H (-2.99827, 2.29668, -0.78650)  0.2131
H (-4.33387, 0.63051, 2.13010)  0.2077
H (-6.53464, -0.45842, 2.22761)  0.2117
H (-7.80236, -0.87666, 0.15179)  0.2124
H (-6.85218, -0.19250, -2.02091)  0.2110
H (-4.65099, 0.89885, -2.11457)  0.1983
H (-0.25463, 1.64412, 0.16843)  0.1941
H (-0.64480, 1.90227, -1.53110)  0.2117
H (1.46941, 0.59586, -1.27663)  0.2107
H (0.21665, -0.32268, -2.12717)  0.1918
H (2.98427, -1.99845, -0.65272)  0.2276
H (5.34548, -1.57354, -1.19313)  0.2014

Results
- HOMO-LUMO gap: 9.20 eV
- Structure (SMILES): NC(=O)c1ccc(CN2CCC(Cc3ccccc3)CC2)cc1
- Energy above the lowest of the compared OMol25 structures with the same formula, charge and spin: 0.00 kcal/mol
- HOMO level: -8.4 eV
- Lowest unoccupied orbital energy: 0.8 eV

Molecular formula: C5H7NSe
Method: DFT, ωB97M-V/def2-TZVPD

Each line ends with the natural charge from an NBO analysis.
Geometry (Å):
C (0.34270, -1.46961, 0.47861)  -0.3380
C (1.66929, -1.30937, 0.29075)  -0.1384
C (1.01473, 0.31670, -1.29880)  -0.0477
C (-0.57639, -0.62127, -0.07508)  -0.3533
C (-2.24050, 1.43015, 0.34108)  -0.7659
N (1.98317, -0.26351, -0.62729)  -0.4882
Se (-2.30166, -0.43922, -0.44817)  0.4286
H (0.07808, -2.33273, 1.02882)  0.2332
H (2.31500, -1.80697, 0.98260)  0.2174
H (1.19018, 1.36210, -1.44432)  0.1623
H (-1.12929, 1.61617, 0.09628)  0.2459
H (-2.93111, 2.19264, -0.01978)  0.2197
H (-2.32641, 1.21095, 1.42526)  0.2174
H (2.91221, 0.11397, -0.72995)  0.4070

Results
- HOMO-LUMO gap (spin up / spin down): 7.80 / 7.80 eV
- Energy above the lowest of the compared OMol25 structures with the same formula, charge and spin: 94.18 kcal/mol
- HOMO level (spin up / spin down): -7.1 / -7.1 eV
- Lowest unoccupied orbital energy (spin up / spin down): 0.7 / 0.7 eV

Molecular formula: C12H21Cl6I2O
Method: DFT, ωB97M-V/def2-TZVPD

Each line ends with the natural charge from an NBO analysis.
Geometry (Å):
C (3.43520, 2.41095, 1.40094)  -0.2454
O (2.55455, 1.30700, 1.61366)  -0.5655
C (2.48188, 0.45124, 0.44431)  -0.0880
C (0.93313, 0.23295, 0.05632)  -0.6160
C (0.02383, 0.59058, 1.27509)  -0.1059
I (-0.53089, -0.97901, 2.75231)  -0.1321
C (-0.49036, 1.88603, 1.48369)  -0.2310
C (-0.12628, 3.03843, 0.43512)  -0.6637
I (-1.78546, 2.33377, 3.20267)  0.0027
H (4.51088, 2.09526, 1.19939)  0.1542
H (3.45525, 3.03158, 2.35701)  0.1798
H (3.06300, 3.08638, 0.57397)  0.1614
H (2.88952, -0.57012, 0.75826)  0.1565
H (3.09086, 0.84232, -0.42916)  0.1552
H (0.77686, -0.87357, -0.14366)  0.1751
H (0.93851, 3.36705, 0.59337)  0.2086
H (-0.88256, 3.87184, 0.55448)  0.1974
H (-0.25372, 2.54986, -0.58001)  0.2567
Cl (-2.77780, -4.45438, 3.90455)  -0.0637
C (-3.76796, -3.60814, 2.68962)  -0.3958
C (-4.67016, -4.55513, 1.92735)  -0.3828
Cl (-3.75396, -5.64661, 0.85701)  -0.0678
H (-3.09402, -3.06887, 2.02252)  0.2517
H (-4.37079, -2.87579, 3.22822)  0.2234
H (-5.34844, -3.98514, 1.29032)  0.2183
H (-5.26967, -5.16745, 2.60153)  0.2129
Cl (-2.09533, 3.89135, -1.99481)  -0.0340
C (-1.38639, 5.26764, -2.87391)  -0.3934
C (-0.23728, 4.84586, -3.76471)  -0.3907
Cl (1.18445, 4.32561, -2.82802)  -0.0431
H (-1.07305, 6.01155, -2.14065)  0.2212
H (-2.18430, 5.70092, -3.47946)  0.2124
H (0.08138, 5.68925, -4.38022)  0.2110
H (-0.52381, 4.02916, -4.42764)  0.2213
Cl (3.70904, -3.53585, -0.60079)  -0.0549
C (2.55696, -4.76806, -1.17392)  -0.3859
C (1.21963, -4.16797, -1.55267)  -0.4018
Cl (0.32890, -3.56253, -0.13714)  -0.0232
H (2.45097, -5.52084, -0.39235)  0.2191
H (3.01019, -5.24283, -2.04590)  0.2089
H (0.59213, -4.93020, -2.01875)  0.2117
H (1.33515, -3.34409, -2.25793)  0.2250

Results
- HOMO-LUMO gap: 4.97 eV
- Energy above the lowest of the compared OMol25 structures with the same formula, charge and spin: 32.07 kcal/mol
- HOMO level: -2.4 eV
- Lowest unoccupied orbital energy: 2.5 eV
- Charge: -1

Molecular formula: H10O5
Method: DFT, ωB97M-V/def2-TZVPD

Each line ends with the natural charge from an NBO analysis.
Geometry (Å):
O (1.37471, -1.19106, -0.81436)  -1.0108
H (1.95520, -0.39875, -0.60813)  0.5234
H (1.81846, -1.87690, -1.41287)  0.5052
O (1.89953, 0.89737, 0.66500)  -0.9872
H (1.10236, 1.40423, 0.36079)  0.5153
H (2.61997, 1.54359, 0.66694)  0.4815
O (-0.56474, 1.29907, -0.66338)  -0.9750
H (-0.37890, 0.39226, -0.92070)  0.4762
H (-1.43568, 1.22017, -0.30976)  0.4960
O (-2.84550, 0.01714, -0.01503)  -0.9653
H (-2.19244, -0.25387, 0.61575)  0.4941
H (-2.86477, -0.67024, -0.66171)  0.4728
O (-0.47271, -1.03123, 1.04616)  -0.9994
H (-0.28037, -0.38383, 1.70948)  0.4704
H (0.26487, -0.96794, 0.34184)  0.5027

Results
- HOMO-LUMO gap: 11.30 eV
- Structure (SMILES): O.O.O.O.O
- Energy above the lowest of the compared OMol25 structures with the same formula, charge and spin: 17.97 kcal/mol
- HOMO level: -10.9 eV
- Lowest unoccupied orbital energy: 0.4 eV

Molecular formula: C2H3ClSi
Method: DFT, ωB97M-V/def2-TZVPD

Each line ends with the natural charge from an NBO analysis.
Geometry (Å):
C (-1.41603, -0.69302, -1.36966)  -0.1620
C (-0.39710, -0.20940, -0.97593)  -0.5102
Si (1.17008, 0.32710, -0.13058)  1.0602
Cl (2.77131, -0.28012, -1.05298)  -0.3255
H (-2.44689, -0.85104, -1.38656)  0.2296
H (1.15492, -1.31249, 1.27166)  -0.1855
H (0.87465, 1.80558, 0.32194)  -0.1067

Results
- HOMO-LUMO gap: 9.40 eV
- Energy above the lowest of the compared OMol25 structures with the same formula, charge and spin: 54.74 kcal/mol
- HOMO level: -9.4 eV
- Lowest unoccupied orbital energy: 0.0 eV